Here is the ion C4H8NOS with charge -1 from the Open Molecules 2025 dataset. Energies are from ωB97M-V/def2-TZVPD.

Structure (SMILES)   CNC(=O)CC[S-]
Charge   -1
HOMO-LUMO gap   5.87 eV
Electronic energy   -685.443022 Ha

XYZ file:
```
15
Properties=species:S:1:pos:R:3:forces:R:3:nbo_charge:R:1
C 0.79902 1.46164 0.84491 0.5 -0.5 0.2 -0.42
N -0.26819 0.60561 1.33758 0.2 0.6 0.1 -0.63
C -1.12928 -0.09544 0.53318 -0.1 0.1 0.3 0.69
O -2.14604 -0.57793 1.01087 -0.1 0.0 0.0 -0.65
C -0.68016 -0.31029 -0.87292 0.4 -0.4 -0.6 -0.54
C 0.34046 -1.47149 -0.95348 0.2 0.0 -0.4 -0.50
S 0.91246 -1.73701 -2.67005 0.0 0.0 0.2 -0.72
H 0.48755 2.32948 0.25117 -0.2 -0.2 0.1 0.18
H 1.50568 0.86585 0.26233 -0.1 0.1 -0.2 0.22
H 1.36592 1.80905 1.70781 -0.1 0.2 0.0 0.19
H -0.57777 0.76548 2.28794 -0.1 -0.1 -0.3 0.38
H -0.18873 0.53768 -1.34957 0.0 0.2 0.3 0.22
H -1.51734 -0.55927 -1.51451 -0.3 -0.1 0.1 0.23
H 1.20750 -1.24265 -0.32563 -0.1 0.0 0.1 0.17
H -0.11108 -2.38070 -0.54962 -0.1 0.0 0.0 0.18
```
Forces are in eV/Å.